Molecular formula: C29H35N7P2V
Method: DFT, the ωB97M-V functional and the def2-TZVPD basis

The geometry in ORCA input format:
```
! wB97M-V def2-TZVPD RIJCOSX def2/J DEFGRID3
* xyz 0 4
V -0.25727 0.84724 1.42033
C -1.95744 1.65404 -3.78313
C -2.13998 0.33920 -3.66250
C -1.19501 -0.67728 -4.22797
C 0.30387 -0.32042 -4.10564
C 0.71128 0.45235 -2.89755
C 0.74875 1.78656 -2.83510
C 0.44441 2.57965 -4.07355
C -0.95024 2.31577 -4.68672
C 1.71724 0.95889 2.91160
H -2.62236 2.36125 -3.28630
H -3.07363 -0.08406 -3.28831
H -1.37936 -0.85316 -5.30249
H -1.39749 -1.62919 -3.71068
H 0.83557 -1.28265 -4.03956
H 0.62302 0.18913 -5.02525
H 1.15773 -0.20325 -2.16021
H 1.12305 2.36757 -1.98072
H 1.15507 2.32728 -4.87724
H 0.56838 3.64845 -3.85388
H -1.36833 3.30016 -4.94875
H -0.83804 1.72035 -5.60881
H 0.90756 1.73822 2.83805
H 2.62902 1.53230 3.14008
H 1.54857 0.31788 3.79510
P 2.06289 -0.01850 1.42990
P -1.59800 -1.04631 1.22973
N 3.21790 1.00727 0.65334
N 2.87506 -1.39886 1.93751
N -2.48370 0.34259 0.48169
N -2.96493 -1.96293 1.56569
C 0.97163 -0.62900 0.04329
C -0.28634 -1.58318 0.07994
C 3.19110 2.39918 0.76165
C 3.96262 2.93479 -0.24515
C 4.48494 1.85056 -1.01854
C 4.03604 0.67595 -0.43634
C 4.03443 -1.34938 2.73702
C 4.50888 -2.63862 2.89268
C 3.62232 -3.51956 2.18170
C 2.64797 -2.73518 1.59004
C -2.16145 1.69557 0.89839
C -2.69379 2.56325 -0.07319
C -3.41120 1.78587 -0.99553
C -3.22338 0.44269 -0.66521
C -4.09714 -2.29979 0.80245
C -4.97053 -3.03324 1.59296
C -4.39274 -3.11935 2.91097
C -3.17605 -2.45944 2.87660
H 1.71752 -1.19154 -0.55426
H 0.72768 0.28143 -0.54069
H -0.71630 -1.69456 -0.93259
H 0.03450 -2.59205 0.39351
H 2.63574 2.88070 1.55170
H 4.13310 3.98384 -0.42082
H 5.11881 1.93666 -1.88775
H 4.23736 -0.34926 -0.70045
H 4.39385 -0.40670 3.12326
H 5.38688 -2.93617 3.44428
H 3.68620 -4.59595 2.11221
H 1.83178 -3.00003 0.94430
H -1.97899 1.87627 1.97082
H -2.51339 3.62552 -0.13193
H -4.00092 2.14413 -1.83063
H -3.60721 -0.42716 -1.17090
H -4.17459 -1.99502 -0.22640
H -5.91667 -3.46957 1.29170
H -4.83121 -3.61108 3.76949
H -2.43638 -2.27064 3.64208
N -0.94751 0.54114 3.27594
C -1.09742 0.04456 4.33986
N -1.27789 -0.78845 5.27689
C -1.01782 -0.64597 6.55927
N -0.83808 -0.63081 7.71872
*
```

Computed properties:
⟨S²⟩	4.22
energy	-3135.6816	hartree
relative energy (zero: lowest compared OMol25 entry of this formula, charge and spin)	0.00	kcal per mole
HOMO-LUMO gap (spin up / spin down)	6.5 / 5.2	eV
HOMO energy (spin up / spin down)	-6.30 / -5.25	eV
maximum force	3.2	eV/Å

Atomic partial charges in e from the Löwdin method, atoms 1 to 8:
1. V 0.271
2. C -0.114
3. C -0.124
4. C -0.182
5. C -0.185
6. C -0.128
7. C -0.089
8. C -0.188

---

Molecular formula: C5H12O2
Method: DFT, the ωB97M-V functional and the def2-TZVPD basis

The geometry in ORCA input format:
```
! wB97M-V def2-TZVPD RIJCOSX def2/J DEFGRID3
* xyz 0 1
C -1.65596 0.75689 2.08927
O -1.38937 0.47277 0.72591
C -0.08710 0.88014 0.31128
C 0.17446 0.26364 -1.04533
C 1.57948 0.41394 -1.57886
C 0.48209 -1.74547 -0.36412
O -0.78301 -1.26245 -1.21667
H -1.60172 1.84082 2.29044
H -2.67264 0.40546 2.29751
H -0.94512 0.23707 2.75345
H -0.07141 1.98703 0.20088
H 0.67907 0.56513 1.03095
H -0.51649 0.72230 -1.77327
H 1.74591 -0.26072 -2.42668
H 2.33104 0.20665 -0.81148
H 1.69470 1.44473 -1.96622
H 1.06621 -2.26879 -1.13641
H 0.08257 -2.51016 0.32740
H -1.40905 -0.96815 -0.51788
*
```

Computed properties:
energy	-347.9651	hartree
relative energy (zero: lowest compared OMol25 entry of this formula, charge and spin)	150.45	kcal per mole
HOMO-LUMO gap	7.7	eV
HOMO energy	-6.78	eV
maximum force	1.3	eV/Å

Atomic partial charges in e from the natural (NBO) method, atoms 1 to 8:
1. C -0.244
2. O -0.567
3. C -0.118
4. C 0.150
5. C -0.648
6. C -0.507
7. O -0.649
8. H 0.171

---

Molecular formula: C42H26N3O4ReS2
Method: DFT, the ωB97M-V functional and the def2-TZVPD basis

The geometry in ORCA input format:
```
! wB97M-V def2-TZVPD RIJCOSX def2/J DEFGRID3
* xyz 1 4
Re 0.59069 0.10595 0.65440
O 0.82008 4.55637 -1.47801
C 0.29619 3.77773 -0.48981
O -0.88072 3.68181 -0.26044
C 1.43194 3.11082 0.33991
C 2.65587 3.74818 0.44818
C 3.36844 3.65249 1.64945
C 2.78026 2.94920 2.65558
C 1.72698 2.08720 2.39198
N 1.13920 2.07737 1.18667
C 1.12059 1.11408 3.37650
O 1.03267 1.36514 4.60844
O 0.51101 0.06320 2.74937
H 0.06899 4.88027 -1.96986
H 2.92596 4.38307 -0.40012
H 4.34563 4.12515 1.83352
H 3.22647 2.92253 3.65147
S -4.41276 -2.09555 -0.80327
C -5.55121 -3.32046 -1.10375
C -5.41270 -4.43593 -0.32640
C -4.36061 -4.29967 0.59949
C -3.64963 -3.11620 0.39457
C -2.29780 -2.85070 0.81238
C -1.60576 -1.74728 0.30292
N -0.30787 -1.56281 0.62826
C 0.34529 -2.61594 1.34565
C -0.32102 -3.74513 1.86930
C 0.47334 -4.73343 2.50470
C 1.78014 -4.52159 2.85382
C 2.40766 -3.29058 2.42289
C 3.69300 -2.87081 2.78598
C 4.15926 -1.61716 2.39379
C 3.44115 -0.85840 1.43410
N 2.21601 -1.21760 1.03081
C 1.69286 -2.40569 1.59655
C 5.38672 -1.11739 3.00662
C 6.13659 -1.61400 4.05339
C 7.30453 -0.83982 4.25219
C 7.39396 0.23378 3.42769
S 6.12117 0.24048 2.21641
C -1.71601 -3.83688 1.65688
H -6.34539 -3.11744 -1.79485
H -6.06637 -5.31030 -0.42075
H -4.11070 -5.09268 1.32279
H -2.05203 -1.08783 -0.39628
H 0.00694 -5.67651 2.75810
H 2.34425 -5.21729 3.46987
H 4.35770 -3.56147 3.28360
H 3.82351 0.04896 1.02715
H 5.82632 -2.43489 4.69765
H 7.97464 -0.98736 5.06875
H 8.15556 1.00563 3.47707
H -2.34212 -4.64854 2.04713
C -0.03536 0.59617 -0.98658
C -0.90192 1.08354 -1.75338
C -1.80780 1.54882 -2.69181
C -3.05494 2.08975 -2.18619
C -3.92149 2.94087 -2.97098
C -5.08005 3.43302 -2.41324
C -5.35496 3.20704 -1.06067
C -4.55498 2.37429 -0.28681
C -3.41982 1.82326 -0.84825
C -1.47234 1.33620 -4.12104
C -2.38934 1.25453 -5.19664
C -1.95893 1.09263 -6.51050
C -0.57729 0.90017 -6.78094
C 0.34609 0.99813 -5.74688
C -0.10174 1.20075 -4.44252
H -3.62247 3.22006 -4.01095
H -5.73632 4.06919 -2.99299
H -6.21461 3.69736 -0.63161
H -4.75961 2.21351 0.76198
H -2.73791 1.20126 -0.26963
H -3.45332 1.25329 -4.92319
H -2.67597 1.03484 -7.32664
H -0.22388 0.76686 -7.79124
H 1.41244 1.01992 -5.99851
H 0.64763 1.36244 -3.66324
*
```

Computed properties:
⟨S²⟩	3.84
energy	-2955.6527	hartree
relative energy (zero: lowest compared OMol25 entry of this formula, charge and spin)	20.93	kcal per mole
HOMO-LUMO gap (spin up / spin down)	4.2 / 5.5	eV
HOMO energy (spin up / spin down)	-8.32 / -10.06	eV
maximum force	4.9	eV/Å

Atomic partial charges in e from the Löwdin method, atoms 1 to 8:
1. Re 1.554
2. O 0.118
3. C -0.422
4. O 0.147
5. C -0.129
6. C 0.030
7. C -0.005
8. C 0.008

---

Molecular formula: C3H6N2OS
Method: DFT, the ωB97M-V functional and the def2-TZVPD basis

The geometry in ORCA input format:
```
! wB97M-V def2-TZVPD RIJCOSX def2/J DEFGRID3
* xyz 0 1
C 0.81258 1.69374 -0.56196
C 0.28096 0.31981 -0.28356
C -0.40503 0.28781 1.24397
H 0.91908 1.77297 -1.80423
H 0.18075 2.61519 -0.22625
H 1.93899 1.88159 -0.06448
H -0.81985 -2.10439 -0.11801
H 0.58153 -2.86737 -1.02379
H -2.61665 -0.94375 0.20304
N 0.62829 -0.70762 -0.89180
N 0.40402 -1.99944 -0.28683
O 0.21940 0.46703 2.33221
S -2.12408 -0.41557 1.48168
*
```

Computed properties:
energy	-700.6981	hartree
relative energy (zero: lowest compared OMol25 entry of this formula, charge and spin)	119.91	kcal per mole
HOMO-LUMO gap	9.6	eV
HOMO energy	-9.47	eV
maximum force	5.7	eV/Å
SMILES	C/C(=N/N)C(=O)S

Atomic partial charges in e from the natural (NBO) method, atoms 1 to 8:
1. C -0.682
2. C 0.162
3. C 0.399
4. H 0.244
5. H 0.243
6. H 0.259
7. H 0.342
8. H 0.378

---

relative energy (zero: lowest compared OMol25 entry of this formula, charge and spin) of number 1 (C29H35N7P2V)?
0.00 kcal per mole